CH4FNS | ωB97M-V/def2-TZVPD

- Orbital gap: 8.78 eV
- E_LUMO: -0.402 eV
- F_max: 0.115 hartree/bohr

Each line ends with the natural charge from an NBO analysis.
Atoms and positions in Å:
C 0.84997 -0.03842 -0.36085  -0.44
N -0.19593 0.71196 0.29491  -0.76
F -2.30217 -1.12158 0.15568  -0.55
S -1.71535 0.52877 -0.08569  0.82
H 0.33243 -0.11069 -1.38097  0.21
H 1.88804 0.35147 -0.48757  0.21
H 1.03124 -1.03775 0.04098  0.20
H 0.11177 0.71624 1.82350  0.29

=====

CH4FNS2 | ωB97M-V/def2-TZVPD

- Orbital gap (spin up / spin down): 7.00 / 7.01 eV
- E_LUMO (spin up / spin down): -1.994 / -1.990 eV
- SMILES: C[N+](=S)[S-].F
- F_max: 0.069 hartree/bohr

Each line ends with the natural charge from an NBO analysis.
Atoms and positions in Å:
C -0.48463 0.82715 1.73636  -0.44
N 0.24008 -0.27992 2.35242  -0.57
S -0.58515 -1.21058 3.40150  0.20
S 1.76948 -0.51421 1.75815  0.13
H -0.60385 0.54327 0.60006  0.24
H -1.42565 0.77970 2.32277  0.22
H -0.09428 1.79856 1.83804  0.23
F 1.33122 -0.29864 -2.62755  -0.55
H 1.44022 -1.09470 -2.24273  0.55

=====

CH4FO4P | ωB97M-V/def2-TZVPD

- Orbital gap: 11.84 eV
- E_LUMO: 0.498 eV
- SMILES: CO[P@@](=O)(O)OF
- F_max: 0.104 hartree/bohr

Each line ends with the natural charge from an NBO analysis.
Atoms and positions in Å:
C 0.66824 0.30950 -0.34854  -0.27
O -0.49002 0.13453 0.34921  -0.80
P -1.74585 -0.74722 0.01604  2.50
O -1.72937 -2.07645 -0.60319  -1.04
O -2.37577 -0.74452 1.39975  -0.97
O -2.58265 0.39545 -0.92847  -0.41
F -2.82018 1.61145 -0.30827  -0.12
H 1.56185 0.33225 0.38376  0.19
H 0.74801 1.42786 -0.74506  0.19
H 0.98049 -0.41727 -1.12350  0.21
H -2.66977 -1.54327 1.65449  0.51

=====

CH4FPS2 | ωB97M-V/def2-TZVPD

- Orbital gap (spin up / spin down): 8.52 / 6.05 eV
- E_LUMO (spin up / spin down): -0.551 / -1.863 eV
- F_max: 0.030 hartree/bohr

Each line ends with the natural charge from an NBO analysis.
Atoms and positions in Å:
C -1.80403 -0.24100 -0.35453  -1.05
F -1.71261 1.57433 1.45442  -0.59
P -1.18302 1.49219 -0.06249  0.92
S 2.19756 0.00336 -0.15855  -0.15
S 3.87930 -0.64314 0.67316  0.02
H -1.30728 -0.82691 -1.19613  0.24
H -1.85346 -0.95333 0.44331  0.25
H -2.89878 -0.16847 -0.48602  0.24
H 4.68232 -0.23703 -0.31317  0.12

=====

CH4IN3 | ωB97M-V/def2-TZVPD

- Orbital gap: 8.95 eV
- E_LUMO: 0.067 eV
- SMILES: C/N=N/NI
- F_max: 0.120 hartree/bohr

Each line ends with the natural charge from an NBO analysis.
Atoms and positions in Å:
C -1.59166 -0.46559 0.03734  -0.46
N -0.46337 0.28454 0.21438  -0.19
N 0.64107 -0.16342 -0.18276  -0.02
N 1.82582 0.74180 0.22259  -0.65
I 3.49870 -0.21267 -0.41793  0.29
H -2.11669 -0.36844 1.03353  0.23
H -1.27084 -1.49843 -0.23943  0.20
H -2.30374 0.02687 -0.65167  0.23
H 1.78070 1.65535 -0.01604  0.36

=====

CH4IN4P | ωB97M-V/def2-TZVPD

- Orbital gap: 7.72 eV
- E_LUMO: -0.754 eV
- SMILES: P[C@H]1NN=NN1I
- F_max: 0.105 hartree/bohr

Each line ends with the natural charge from an NBO analysis.
Atoms and positions in Å:
P -1.37775 1.29214 -0.58479  0.33
C -0.20955 0.32256 0.52396  -0.22
N -0.79077 -1.30300 0.60358  -0.46
N -0.11195 -1.91378 -0.28908  0.02
N 0.75579 -1.27684 -0.88848  -0.11
N 0.85298 0.06372 -0.47272  -0.47
I 2.83020 0.58877 0.10340  0.25
H -0.58975 0.90190 -1.62982  0.02
H -0.49106 2.37051 -0.34578  -0.02
H 0.28724 0.77062 1.46510  0.25
H -1.15538 -1.81662 1.51463  0.42

=====

CH4INO2S | ωB97M-V/def2-TZVPD

- Orbital gap (spin up / spin down): 7.05 / 6.37 eV
- E_LUMO (spin up / spin down): -1.143 / -1.700 eV
- F_max: 0.057 hartree/bohr

Each line ends with the natural charge from an NBO analysis.
Atoms and positions in Å:
C -0.96289 1.77541 0.68975  -0.65
N 0.90053 -0.38053 -0.91774  -1.09
O 1.31527 -1.52202 1.35147  -0.96
O -0.82706 -1.80767 0.00207  -0.98
S 0.68347 -1.81527 0.09728  1.67
I -1.75329 0.30380 -0.27770  0.83
H -1.39679 1.92614 1.66830  0.22
H -0.26582 2.42778 0.24690  0.21
H 1.92867 -0.35197 -1.06247  0.39
H 0.37790 -0.55567 -1.79785  0.38

=====

CH4INOS | ωB97M-V/def2-TZVPD

- Orbital gap (spin up / spin down): 6.47 / 8.23 eV
- E_LUMO (spin up / spin down): -1.393 / -0.318 eV
- F_max: 0.119 hartree/bohr

Each line ends with the natural charge from an NBO analysis.
Atoms and positions in Å:
C 0.78954 0.80092 0.22077  -0.06
N -1.18837 -2.22871 -0.48655  -1.00
O 2.11356 1.03769 0.40115  -0.63
S -1.27207 -1.17918 0.58688  0.69
I -2.71569 0.66302 -0.14248  -0.18
H 0.80292 0.11530 -0.64792  0.14
H -0.09170 1.27127 0.44567  0.18
H 2.07036 1.87158 0.83189  0.48
H -0.50853 -2.35189 -1.20941  0.39

=====

CH4INS | ωB97M-V/def2-TZVPD

- Orbital gap: 8.20 eV
- E_LUMO: -0.199 eV
- F_max: 0.126 hartree/bohr

Each line ends with the natural charge from an NBO analysis.
Atoms and positions in Å:
C 0.75751 0.74143 -0.14650  -0.41
N -0.59394 -0.54209 0.93583  -0.75
S -2.05066 -0.34257 0.18845  0.25
I 2.75899 0.14242 0.28066  0.12
H 0.64291 1.88626 0.06202  0.23
H 0.42328 0.45034 -1.03879  0.15
H -0.13356 -1.30677 0.66300  0.34
H -1.80453 -1.02901 -0.94467  0.07

=====

CH4IOP | ωB97M-V/def2-TZVPD

- Orbital gap: 8.36 eV
- E_LUMO: -0.249 eV
- F_max: 0.082 hartree/bohr

Each line ends with the natural charge from an NBO analysis.
Atoms and positions in Å:
C -0.44590 -0.53397 1.00328  -0.28
O -0.81322 0.57380 0.18733  -0.86
P -0.26034 1.25567 -1.06901  0.89
I 2.21068 1.31243 -0.65757  -0.22
H 0.16051 -1.38069 0.33966  0.20
H -1.41564 -0.95102 1.27578  0.22
H 0.42357 -0.22787 1.69609  0.23
H 0.14035 -0.04836 -2.77555  -0.16

=====

CH4IPS2 | ωB97M-V/def2-TZVPD

- Orbital gap (spin up / spin down): 6.89 / 7.14 eV
- E_LUMO (spin up / spin down): -1.064 / -0.806 eV
- F_max: 0.035 hartree/bohr

Each line ends with the natural charge from an NBO analysis.
Atoms and positions in Å:
C -0.86923 0.95626 -0.42655  -0.72
P 1.44964 1.94498 1.19380  0.05
S 1.26424 -2.40698 -0.17496  -0.29
S 0.23304 2.22231 -0.35176  0.29
I -2.37133 1.05160 -1.86176  0.21
H -0.93403 0.19234 0.35716  0.22
H 0.24674 -1.44307 -0.20355  0.14
H 0.69489 0.81150 1.48172  -0.05
H 0.28604 -3.32893 -0.01410  0.15

=====

CH4InNO4 | ωB97M-V/def2-TZVPD

- Orbital gap: 3.93 eV
- E_LUMO: -15.129 eV
- Net charge: +2
- F_max: 0.202 hartree/bohr

Each line ends with the Löwdin charge.
Atoms and positions in Å:
In 0.59259 1.38833 0.53113  1.72
N -1.33208 1.95315 -1.96795  -0.49
O -1.51535 0.89182 -2.57798  0.26
O -0.75749 1.85521 -0.90694  -0.10
O -1.60295 3.04972 -2.46996  0.24
C 0.45185 -1.68982 1.09875  -0.01
O 1.28495 -0.49957 1.24115  -0.16
H -0.36497 -1.78058 1.81478  0.13
H 0.17359 -1.96022 0.08015  0.12
H 1.11917 -2.53915 1.24513  0.13
H 1.95070 -0.66889 1.91175  0.15

=====

CH4InO | ωB97M-V/def2-TZVPD

- Orbital gap: 5.40 eV
- E_LUMO: -23.389 eV
- Net charge: +3
- F_max: 0.061 hartree/bohr

Each line ends with the Löwdin charge.
Atoms and positions in Å:
In 2.20027 -0.87073 0.42788  2.26
C -0.43226 0.09430 -0.42985  0.05
O 0.34307 -0.13349 0.71386  -0.05
H -1.39083 0.50295 -0.11009  0.20
H 0.03228 0.89156 -1.01008  0.17
H -0.63223 -0.80401 -1.01394  0.16
H -0.12028 0.31940 1.42224  0.21

=====

CH4N2 | ωB97M-V/def2-TZVPD

- Orbital gap: 10.96 eV
- E_LUMO: 0.773 eV
- SMILES: [H]/N=C\N
- F_max: 0.109 hartree/bohr

Each line ends with the natural charge from an NBO analysis.
Atoms and positions in Å:
H -0.97527 0.34227 -1.31997  0.33
N -0.91119 -0.69013 -0.71070  -0.60
C 0.07985 -0.41107 0.04802  0.24
N 0.66706 0.93971 0.47242  -0.85
H 0.56307 -1.26643 0.44864  0.14
H -0.01656 0.92952 1.47875  0.38
H 1.65850 0.71398 0.77247  0.37

=====

CH4N2 | ωB97M-V/def2-TZVPD

- Orbital gap: 13.63 eV
- E_LUMO: 1.437 eV
- SMILES: N#N.C
- F_max: 0.078 hartree/bohr

Each line ends with the natural charge from an NBO analysis.
Atoms and positions in Å:
N -0.87701 -0.54007 -1.57842  -0.01
N -1.87079 -0.71250 -1.17238  0.02
C 0.65487 0.28131 0.46689  -0.86
H 1.33292 -0.45604 0.96876  0.22
H 0.79291 1.33108 0.38592  0.23
H -0.17272 0.35331 1.22603  0.20
H 0.13982 -0.25708 -0.29681  0.20

=====

CH4N2 | ωB97M-V/def2-TZVPD

- Orbital gap: 9.58 eV
- E_LUMO: 1.219 eV
- SMILES: C=NN
- F_max: 0.205 hartree/bohr

Each line ends with the natural charge from an NBO analysis.
Atoms and positions in Å:
C -0.53633 -0.88936 -0.57591  -0.30
N -0.35261 0.42622 -0.34984  -0.16
N 0.50570 0.99176 0.31320  -0.51
H -1.40150 -1.17112 -1.05413  0.20
H 0.09706 -1.43035 0.06522  0.15
H 1.40710 0.34844 0.80070  0.26
H 0.28057 1.72441 0.80076  0.36

=====

CH4N2 | ωB97M-V/def2-TZVPD

- Orbital gap: 6.81 eV
- E_LUMO: -2.534 eV
- F_max: 0.102 hartree/bohr

Each line ends with the natural charge from an NBO analysis.
Atoms and positions in Å:
N 0.06379 0.41534 1.14201  -0.55
C 0.08523 -0.11748 -0.11575  0.18
N 0.54690 0.62382 -1.10209  -0.70
H -1.79573 0.12555 0.38050  0.21
H 0.59475 -0.07773 1.85177  0.37
H -0.35091 -1.18353 -0.23502  0.13
H 0.85596 0.21404 -1.92141  0.35

=====

CH4N2O | ωB97M-V/def2-TZVPD

- Orbital gap (spin up / spin down): 7.65 / 8.05 eV
- E_LUMO (spin up / spin down): -1.159 / -0.880 eV
- F_max: 0.081 hartree/bohr

Each line ends with the natural charge from an NBO analysis.
Atoms and positions in Å:
C -0.22603 0.01296 0.57713  -0.46
N 0.80250 0.04003 -1.67484  -0.29
N 0.74609 -0.15885 -0.47904  -0.01
O 2.36863 -0.99246 0.92020  -0.30
H -1.29682 0.26629 0.29051  0.20
H 0.27448 0.80845 1.14196  0.25
H -0.15569 -1.04708 0.95850  0.26
H 1.72268 -0.18477 -2.25234  0.35

=====

CH4N2O | ωB97M-V/def2-TZVPD

- Orbital gap: 8.77 eV
- E_LUMO: -0.135 eV
- F_max: 0.101 hartree/bohr

Each line ends with the natural charge from an NBO analysis.
Atoms and positions in Å:
C 1.28054 0.34612 0.00372  -0.27
N -1.44589 0.41575 0.20870  0.17
N -0.54238 -0.45956 0.08372  -0.44
O -2.58759 -0.00683 -0.03740  -0.47
H 1.68586 -0.15230 -0.81559  0.19
H 0.85840 1.27410 -0.25810  0.22
H 1.69190 0.02638 0.97584  0.23
H -0.94084 -1.44367 -0.16089  0.37

=====

CH4N2O | ωB97M-V/def2-TZVPD

- Orbital gap: 10.86 eV
- E_LUMO: 0.918 eV
- SMILES: [H]/N=C\NO
- F_max: 0.046 hartree/bohr

Each line ends with the natural charge from an NBO analysis.
Atoms and positions in Å:
H 1.38589 -0.91625 -0.35741  0.35
N 0.61799 -1.04945 -1.00683  -0.66
C -0.38982 -0.37717 -0.78704  0.25
N -0.69663 0.40427 0.39690  -0.35
O 0.44306 0.80617 1.09906  -0.57
H -1.23223 -0.40845 -1.45052  0.16
H -1.13955 1.24620 0.03900  0.35
H 0.33082 0.40848 1.96818  0.47